Record 1
Density functional theory data (wB97M-V/def2-TZVPD) for a gas-phase ion, C2H7N2S (charge +1).

```
12
Properties=species:S:1:pos:R:3:forces:R:3
C 0.1262 0.3555 0.2536 2.066 -2.527 -1.232
C 0.6424 -1.0845 0.1407 -2.413 1.694 -2.008
N 0.6698 1.2875 -0.4970 -5.481 1.386 2.564
N -0.8936 0.4975 1.0450 -0.130 4.884 -1.792
S -0.6244 -2.0014 -0.9324 -0.232 1.264 -0.265
H 1.5248 -1.2531 -0.4216 1.252 0.256 0.455
H 0.4929 -1.4236 1.1082 0.687 -1.602 1.647
H 1.4585 1.2468 -0.9912 3.685 -0.785 -2.331
H 0.0649 2.0906 -0.6411 0.700 0.352 -0.053
H -1.0988 -0.2380 1.6246 -1.258 -1.781 1.620
H -1.3717 1.4476 1.0735 0.593 -2.053 0.527
H -0.9910 -0.9250 -1.7623 0.531 -1.087 0.868
```
Forces are in eV/Å.

Computed properties:
* gap between HOMO and LUMO: 9.62 eV
* DFT total energy: -15995.9575 eV
* total charge: +1
* ΔE to the lowest compared entry with this formula, charge and spin: 0.800 eV
* E_LUMO: -4.0 eV
* highest occupied orbital energy: -13.7 eV
* SMILES: NC(=[NH2+])CS

Record 2
Density functional theory data (wB97M-V/def2-TZVPD) for a single C2H7N3 molecule.

```
12
Properties=species:S:1:pos:R:3:forces:R:3
C -1.6492 0.6254 0.1315 2.564 1.900 -1.938
C -0.4412 -0.2591 -0.0277 -3.873 -2.205 0.080
N 2.1310 -0.1283 -0.0327 -1.199 -1.783 -0.746
N 0.6983 0.3365 0.3001 6.396 2.579 0.022
N -0.8854 -1.4165 -0.4902 3.391 0.303 0.568
H -2.3101 0.1410 -0.5138 -0.911 -0.012 -1.978
H -2.3471 0.7721 0.8909 0.215 0.322 2.661
H -1.1294 1.5378 -0.2652 -1.954 0.231 0.195
H 2.7389 0.2245 0.7180 -0.679 -0.832 -0.183
H 1.0311 1.4214 0.2132 -2.876 -3.335 0.230
H 2.2620 -1.1852 -0.2456 -0.678 2.517 1.032
H -0.0988 -2.0697 -0.6784 -0.396 0.316 0.057
```
Forces are in eV/Å.

Computed properties:
* gap between HOMO and LUMO: 9.41 eV
* DFT total energy: -6654.2912 eV
* ΔE to the lowest compared entry with this formula, charge and spin: 3.665 eV
* E_LUMO: 0.7 eV
* highest occupied orbital energy: -8.7 eV
* SMILES: [H]/N=C(/C)NN

Record 3
Density functional theory data (wB97M-V/def2-TZVPD) for a single C2H7N3 molecule.

```
12
Properties=species:S:1:pos:R:3:forces:R:3
C -0.3595 -2.1805 -0.3578 0.758 0.306 0.195
C 0.2776 0.0564 0.0796 -0.200 -1.292 -0.636
H 0.2084 -2.8577 -1.0437 -0.186 0.926 0.291
H -1.3858 -2.5189 -0.4413 -0.236 0.035 0.219
H 0.0373 -2.3540 0.6671 -0.338 -0.070 -0.406
H 0.6949 -0.2446 1.0360 0.107 0.148 0.299
H -0.1501 1.5982 -1.1242 1.739 -0.713 1.513
H 0.9278 3.0293 0.6718 -0.400 0.022 0.061
H -0.7250 2.5942 0.7447 1.619 -0.256 0.214
N -0.2957 -0.7490 -0.7132 0.130 -0.657 -0.134
N 0.4955 1.3693 -0.2824 -1.850 0.370 -2.434
N 0.2747 2.2573 0.7634 -1.142 1.180 0.816
```
Forces are in eV/Å.

Computed properties:
* gap between HOMO and LUMO: 10.34 eV
* DFT total energy: -6656.2593 eV
* ΔE to the lowest compared entry with this formula, charge and spin: 1.697 eV
* E_LUMO: 1.2 eV
* highest occupied orbital energy: -9.2 eV
* SMILES: C/N=C/NN

Record 4
Density functional theory data (wB97M-V/def2-TZVPD) for a single C2H7N3 molecule.

```
12
Properties=species:S:1:pos:R:3:forces:R:3
C 0.1446 -0.7636 1.0927 1.287 -5.171 10.566
C -0.2807 -0.4290 -0.1168 -7.150 -0.891 -7.141
H -0.5916 -1.6797 1.4670 2.562 1.744 -0.739
H 1.3026 -0.8423 1.5858 -3.244 -0.054 -2.113
H -0.3159 0.0274 1.7297 0.561 -0.255 -0.040
H -1.6682 -1.7936 -0.4910 -0.006 -0.213 0.244
H -0.3479 0.8344 -1.4260 1.058 1.480 0.186
H 2.1038 0.6353 -0.1939 -2.232 1.809 1.333
H 0.8715 1.7518 0.9549 2.922 -1.755 -2.971
N -1.3817 -0.8901 -0.8400 4.059 0.873 2.051
N 0.0698 0.7779 -0.4809 -0.798 0.210 -3.471
N 1.2351 1.2868 -0.0336 0.981 2.222 2.093
```
Forces are in eV/Å.

Computed properties:
* gap between HOMO and LUMO: 9.05 eV
* DFT total energy: -6653.4884 eV
* ΔE to the lowest compared entry with this formula, charge and spin: 4.467 eV
* E_LUMO: 0.6 eV
* highest occupied orbital energy: -8.5 eV
* SMILES: [H]/N=C(\C)NN

Record 5
Density functional theory data (wB97M-V/def2-TZVPD) for 2 unconnected molecules or ions with the total composition C2H7N3.

```
12
Properties=species:S:1:pos:R:3:forces:R:3
C 0.6934 2.2919 -0.9725 0.843 -2.118 -1.688
N 0.4915 1.8788 0.1902 -0.445 1.634 0.220
H 0.9069 3.2535 -1.4209 -0.184 0.857 1.212
H 0.8391 1.5567 -1.7976 -0.451 0.043 0.300
H 0.2545 0.8981 0.3323 0.905 -0.483 -0.054
N -1.3801 -0.8565 0.5056 1.285 -0.866 0.869
C -0.3479 -1.7150 0.5795 -1.738 -0.665 -1.143
N 0.8798 -1.4498 0.4418 0.768 0.804 0.015
H -1.1110 0.1153 0.4384 -0.793 0.069 0.081
H -2.1798 -1.1296 1.0639 -0.283 0.330 -0.359
H -0.6385 -2.7863 0.5960 0.138 0.306 0.522
H 1.5922 -2.0572 0.0433 -0.045 0.088 0.024
```
Forces are in eV/Å.

Computed properties:
* spin multiplicity: 2
* gap between HOMO and LUMO (alpha / beta): 11.15 / 4.83 eV
* DFT total energy: -6646.8598 eV
* total charge: +1
* ΔE to the lowest compared entry with this formula, charge and spin: 2.424 eV
* E_LUMO (alpha / beta): -3.8 / -9.0 eV
* highest occupied orbital energy (alpha / beta): -15.0 / -13.8 eV

Record 6
Density functional theory data (wB97M-V/def2-TZVPD) for 2 unconnected molecules or ions with the total composition C2H7N3O.

```
13
Properties=species:S:1:pos:R:3:forces:R:3
N -1.3302 -1.3634 -0.0664 -0.780 -0.258 -0.171
C 0.7889 -1.0942 0.7119 -1.627 -2.780 -2.580
N 0.0317 -1.2623 -0.3676 2.417 -0.219 2.810
H -1.4951 -2.0301 0.6911 0.108 0.298 0.006
H -1.7926 -1.7701 -0.8784 0.182 0.275 0.133
H 0.3785 -1.1798 1.7299 0.082 0.205 -0.413
H 1.8676 -1.2481 0.5953 -0.479 0.701 -0.095
N 0.4038 2.0545 -0.9563 -0.355 -0.068 -0.106
C 0.0674 1.3992 0.1697 2.761 -0.350 1.522
O 0.9605 1.0502 0.9983 -2.412 2.059 -1.567
H 1.3840 2.1275 -1.1889 -0.127 0.026 0.133
H -0.2707 2.1845 -1.6950 0.083 -0.017 0.151
H -0.9939 1.1323 0.2566 0.146 0.128 0.176
```
Forces are in eV/Å.

Computed properties:
* gap between HOMO and LUMO: 9.29 eV
* DFT total energy: -8703.2946 eV
* ΔE to the lowest compared entry with this formula, charge and spin: 2.982 eV
* E_LUMO: 1.1 eV
* highest occupied orbital energy: -8.2 eV
* SMILES: C=NN.NC=O

Record 7
Density functional theory data (wB97M-V/def2-TZVPD) for 2 unconnected molecules or ions with the total composition C2H7N3O.

```
13
Properties=species:S:1:pos:R:3:forces:R:3
N 1.5499 -0.8506 -0.2226 -0.709 0.401 -0.170
C 1.8461 0.3466 0.3637 -0.395 1.049 -3.282
N 0.9946 1.3072 0.5874 0.625 -1.482 2.212
H 2.0801 -1.0737 -1.0490 0.664 -0.170 0.236
H 0.5649 -1.0225 -0.4470 -0.080 -0.077 0.478
H 2.8751 0.6593 0.1413 0.474 -0.553 1.355
H 1.4910 1.8339 1.3165 -0.303 1.003 -0.787
C -1.9801 -0.7513 -0.5013 0.885 -0.827 1.936
N -1.7095 0.3858 0.1777 -1.987 1.109 0.229
O -1.1773 -1.6099 -0.8139 0.402 0.279 -1.165
H -3.0348 -1.0321 -0.4599 -0.427 0.351 -0.366
H -0.9573 1.0731 0.2778 0.960 -1.244 -0.426
H -2.5425 0.7343 0.6293 -0.108 0.160 -0.249
```
Forces are in eV/Å.

Computed properties:
* gap between HOMO and LUMO: 10.21 eV
* DFT total energy: -8704.5909 eV
* ΔE to the lowest compared entry with this formula, charge and spin: 1.686 eV
* E_LUMO: 1.0 eV
* highest occupied orbital energy: -9.2 eV
* SMILES: [H]/N=C/N.NC=O

Record 8
Density functional theory data (wB97M-V/def2-TZVPD) for a single C2H7N3O2 molecule.

```
14
Properties=species:S:1:pos:R:3:forces:R:3
C -0.7342 -0.3261 -1.0986 0.711 0.921 0.911
C -0.0228 0.0978 0.2000 -2.281 -0.507 -0.054
N -0.3202 -0.8305 1.2975 -1.828 3.573 0.525
N -0.3821 1.4033 0.5143 0.359 -0.192 1.729
N 1.4860 -0.0573 -0.0453 0.261 1.798 0.726
O 1.9271 -1.1764 0.1190 0.789 0.787 -0.772
O 2.0741 1.0179 -0.2746 -0.123 -2.651 0.012
H -0.5937 0.3390 -1.9170 0.378 0.873 -0.617
H -1.7929 -0.3804 -0.9396 -0.410 -0.472 0.277
H -0.2362 -1.2093 -1.3423 0.032 -1.950 -0.789
H 0.0617 -1.6266 0.9354 0.531 -3.394 -0.250
H -1.3666 -0.8355 1.4679 1.929 -0.314 -0.529
H 0.1181 1.6511 1.4060 -0.670 0.480 -1.630
H -0.2183 1.9331 -0.3227 0.323 1.048 0.461
```
Forces are in eV/Å.

Computed properties:
* gap between HOMO and LUMO: 10.28 eV
* DFT total energy: -10749.8092 eV
* ΔE to the lowest compared entry with this formula, charge and spin: 4.267 eV
* E_LUMO: 0.2 eV
* highest occupied orbital energy: -10.1 eV
* SMILES: CC(N)(N)[N+](=O)[O-]

Record 9
Density functional theory data (wB97M-V/def2-TZVPD) for a single C2H7N3O2 molecule.

```
14
Properties=species:S:1:pos:R:3:forces:R:3
C 1.0407 1.1670 -0.8524 0.078 0.689 -0.947
C 0.1256 -1.7500 0.3167 -5.919 3.311 0.284
N 0.6493 0.7379 0.5150 0.316 0.098 -0.816
N -0.3336 -0.2247 0.5850 1.447 -2.661 0.273
N -1.6591 0.1091 0.3944 1.815 2.641 -0.322
O -2.4851 -0.7369 0.2205 -0.603 -0.862 0.077
O -1.8203 1.3294 0.4369 -0.969 -0.547 -0.067
H 0.7886 2.3040 -1.0134 0.696 -2.147 0.221
H 2.1820 0.9505 -0.9846 -2.113 0.594 -0.036
H 0.4307 0.5893 -1.6576 1.141 0.907 1.491
H -0.8163 -2.1913 -0.1401 1.588 0.198 0.482
H 0.9365 -1.6984 -0.2711 2.749 0.065 -2.205
H 0.3076 -2.1064 1.2629 0.510 -1.147 1.976
H 0.6534 1.5204 1.1879 -0.736 -1.139 -0.412
```
Forces are in eV/Å.

Computed properties:
* gap between HOMO and LUMO: 10.35 eV
* DFT total energy: -10747.3518 eV
* ΔE to the lowest compared entry with this formula, charge and spin: 6.724 eV
* E_LUMO: 0.9 eV
* highest occupied orbital energy: -9.4 eV
* SMILES: CNN(C)[N+](=O)[O-]

Record 10
Density functional theory data (wB97M-V/def2-TZVPD) for 2 unconnected molecules or ions with the total composition C2H7N3O2.

```
14
Properties=species:S:1:pos:R:3:forces:R:3
C -1.7016 0.7329 -0.3485 -4.100 1.041 -0.639
C 0.1939 0.8780 0.9156 -0.285 -4.419 -0.815
N -0.3554 -1.2235 -0.1857 0.119 2.289 1.848
N -0.6043 0.0794 0.1998 3.352 -1.281 0.372
N 2.1713 -1.0137 -0.2636 -0.972 1.424 -1.266
O 2.5119 -1.1360 0.8614 1.325 -0.778 2.932
O 2.8789 -0.7174 -1.1848 1.084 -0.007 -1.386
H -2.4543 -0.0067 -0.8076 1.428 1.175 0.410
H -2.2446 1.1045 0.5805 0.323 0.345 -1.644
H -1.3611 1.5260 -1.0831 -0.793 -0.903 0.959
H -0.1026 1.8322 1.1070 -0.999 2.371 0.232
H 1.0277 0.4614 1.4416 0.300 -0.262 -0.089
H -1.0578 -1.4933 -0.8429 -0.599 0.150 -0.366
H 1.0981 -1.0238 -0.3898 -0.182 -1.146 -0.548
```
Forces are in eV/Å.

Computed properties:
* gap between HOMO and LUMO (alpha / beta): 8.80 / 8.80 eV
* DFT total energy: -10746.7296 eV
* ΔE to the lowest compared entry with this formula, charge and spin: 7.346 eV
* E_LUMO (alpha / beta): -0.1 / -0.1 eV
* highest occupied orbital energy (alpha / beta): -8.9 / -8.9 eV

Question: The lowest ΔE to the lowest compared entry with this formula, charge and spin belongs to which entry?
Answer: C2H7N2S